Molecular formula: C42H33IN3O7PSn
Method: DFT, ωB97M-V/def2-TZVPD

Atoms and positions in Å:
1 Sn 2.49 0.50 -0.21
2 O 1.54 3.78 2.62
3 C 1.61 3.08 1.51
4 O 1.58 1.86 1.47
5 C 1.59 3.94 0.26
6 O 2.34 3.36 -0.78
7 C 3.76 3.58 -0.68
8 C 4.22 2.78 0.53
9 O 4.28 3.34 1.61
10 O 4.31 1.50 0.31
11 H 1.70 3.21 3.40
12 H 1.94 4.95 0.50
13 H 0.56 3.99 -0.09
14 H 4.00 4.64 -0.57
15 H 4.18 3.18 -1.61
16 C -4.12 6.17 5.61
17 O -5.14 5.25 5.16
18 C -4.86 4.00 4.90
19 C -3.55 3.45 5.02
20 C -3.36 2.14 4.72
21 C -4.46 1.33 4.28
22 C -5.77 1.89 4.20
23 C -5.95 3.20 4.49
24 N -4.32 0.07 3.91
25 N -3.28 -0.60 3.90
26 C -2.27 -0.88 3.17
27 C -1.23 -1.74 3.74
28 C -0.03 -1.82 3.18
29 C 0.31 -1.05 1.97
30 O 1.45 -1.02 1.56
31 C -0.80 -0.32 1.28
32 N -0.50 0.28 0.13
33 C -1.47 0.88 -0.55
34 C -2.80 0.84 -0.14
35 C -3.11 0.24 1.06
36 C -2.09 -0.32 1.82
37 H -4.60 7.14 5.61
38 H -3.27 6.18 4.93
39 H -3.81 5.92 6.62
40 H -2.72 4.05 5.36
41 H -2.38 1.69 4.82
42 H -6.59 1.26 3.89
43 H -6.93 3.67 4.42
44 H -1.45 -2.27 4.66
45 H 0.76 -2.42 3.61
46 H -1.18 1.38 -1.47
47 H -3.57 1.28 -0.76
48 H -4.14 0.17 1.39
49 I 4.75 -1.20 -1.52
50 C 4.49 -1.91 -3.49
51 C 5.57 -1.66 -4.28
52 C 5.67 -2.27 -5.55
53 C 4.71 -3.17 -5.92
54 C 3.58 -3.41 -5.10
55 C 2.62 -4.38 -5.49
56 C 1.51 -4.62 -4.72
57 C 1.28 -3.81 -3.59
58 C 2.17 -2.84 -3.19
59 P 1.59 -1.66 -1.86
60 C 0.21 -0.86 -2.77
61 C 0.54 0.35 -3.38
62 C -0.39 1.04 -4.14
63 C -1.68 0.54 -4.27
64 C -2.02 -0.66 -3.66
65 C -1.08 -1.36 -2.92
66 C 0.86 -2.83 -0.66
67 C -0.38 -2.65 -0.05
68 C -0.83 -3.55 0.91
69 C -0.03 -4.62 1.30
70 C 1.23 -4.77 0.73
71 C 1.68 -3.89 -0.23
72 C 3.40 -2.70 -3.89
73 H 6.38 -1.04 -3.92
74 H 6.52 -2.06 -6.19
75 H 4.80 -3.73 -6.85
76 H 2.80 -4.94 -6.40
77 H 0.81 -5.39 -4.98
78 H 0.36 -3.95 -3.05
79 H 1.55 0.73 -3.28
80 H -0.11 1.96 -4.64
81 H -2.41 1.08 -4.86
82 H -3.02 -1.05 -3.78
83 H -1.36 -2.30 -2.47
84 H -1.01 -1.82 -0.34
85 H -1.80 -3.42 1.36
86 H -0.39 -5.32 2.04
87 H 1.87 -5.59 1.05
88 H 2.66 -4.02 -0.67

Calculated values
- Kohn-Sham gap: 4.48 eV
- Net charge: +2
- Energy: -86097.077 eV



Molecular formula: C2H2F6O
Method: DFT, ωB97M-V/def2-TZVPD

Atoms and positions in Å:
1 F -0.22 0.65 -0.81
2 C 0.48 0.11 0.15
3 F -0.15 -0.88 0.66
4 F 0.58 0.95 1.16
5 C 1.84 -0.36 -0.46
6 F 2.67 -0.72 0.54
7 F 2.50 0.59 -1.18
8 F 1.71 -1.41 -1.29
9 O -2.88 0.23 0.69
10 H -3.73 0.71 0.82
11 H -2.80 0.13 -0.29

Calculated values
- Energy above the lowest of the compared OMol25 structures with the same formula, charge and spin: 3.63 kJ/mol
- Kohn-Sham gap: 12.38 eV
- Energy: -20459.131 eV
- Structure (SMILES): FC(F)(F)C(F)(F)F.O



Molecular formula: C5H6FO4
Method: DFT, ωB97M-V/def2-TZVPD

Atoms and positions in Å:
1 C -3.37 0.64 0.78
2 C -2.11 0.13 0.86
3 O -1.04 0.62 0.31
4 H -3.57 1.60 0.29
5 H -4.20 0.10 1.24
6 H -2.01 -0.89 1.29
7 C 0.24 -0.58 -1.06
8 O 1.01 -1.34 -0.17
9 C 2.13 -0.64 0.23
10 C 2.19 0.57 -0.71
11 O 1.05 0.40 -1.54
12 O -0.52 -1.16 -1.81
13 F 1.98 -0.23 1.54
14 H 3.01 -1.29 0.21
15 H 3.09 0.56 -1.33
16 H 2.12 1.51 -0.15

Calculated values
- Energy above the lowest of the compared OMol25 structures with the same formula, charge and spin: 82.08 kJ/mol
- Kohn-Sham gap: 6.37 eV
- Net charge: -1
- Energy: -16189.493 eV